# 1
ORCA calculation (ωB97M-V with the def2-TZVPD basis set) on a structure of composition MgN5O15 in a non-equilibrium geometry.

Positions of all 21 atoms, in Å:
Mg 3.28 3.62 4.40
N -2.97 -2.47 1.18
O -1.89 -2.98 1.35
O -3.57 -2.13 2.40
O -3.76 -2.99 0.13
N -1.31 2.40 1.38
O -0.80 3.00 0.46
O 3.44 4.38 -2.94
O 2.36 1.24 -4.31
N 2.61 0.81 6.22
O 2.75 -2.61 -1.33
O -1.46 -4.39 -0.19
O -3.88 -0.65 -0.40
N -0.82 -0.13 -1.27
O -0.47 0.57 -2.24
O -1.52 0.01 -0.24
O -0.08 -1.79 -1.40
N 2.18 -1.56 -3.69
O 3.18 -1.69 -4.75
O 1.69 4.60 0.82
O 1.04 2.76 4.42

Results
HOMO = -0.2 eV
charge = -3

# 2
ORCA calculation (ωB97M-V with the def2-TZVPD basis set) on a cluster of 2 separate species, N2O4 in total in a non-equilibrium geometry.

Positions of all 6 atoms, in Å:
N -1.78 0.88 0.81
N 1.09 -0.94 -0.50
O -2.28 1.73 -0.03
O 1.94 -0.61 -1.39
O 1.62 -1.52 0.55
O -0.62 0.41 0.55

Results
ΔE to the lowest compared entry with this formula, charge and spin = 108.5 kJ/mol
HOMO = 0.8 eV
charge = -2

# 3
ORCA calculation (ωB97M-V with the def2-TZVPD basis set) on a structure of composition N2O6Rb in a non-equilibrium geometry.

Positions of all 9 atoms, in Å:
Rb 0.40 0.48 -0.18
N 2.15 -2.71 0.63
O 2.25 -2.35 1.77
O 2.20 -1.70 -0.16
O 1.96 -3.91 0.26
N -2.25 2.67 -0.52
O -3.25 1.96 -0.55
O -1.47 2.57 0.42
O -1.99 2.99 -1.69

Results
ΔE to the lowest compared entry with this formula, charge and spin = 110.8 kJ/mol
HOMO = -5.2 eV
charge = -1

# 4
ORCA calculation (ωB97M-V with the def2-TZVPD basis set) on a cluster of 2 separate species, N3O3 in total in a non-equilibrium geometry.

Positions of all 6 atoms, in Å:
N -0.78 -0.43 -2.06
N 0.74 -0.13 1.03
N -0.53 0.28 -1.20
O -0.16 -0.95 0.56
O 0.99 -0.07 2.30
O -0.26 1.29 -0.63

Results
ΔE to the lowest compared entry with this formula, charge and spin = 257.1 kJ/mol
HOMO = -3.4 eV
charge = -1